1.
Entry from OMol25: an isolated molecule of C2H4N4O2 at a distorted geometry (ωB97M-V/def2-TZVPD).

Summary:
ΔE to the lowest compared entry with this formula, charge and spin   290.99 kJ/mol
SMILES   Nn1[nH]nc(O)c1=O
Highest occupied orbital energy   -8.706 eV
Maximum force   7.55 eV/A
Energy   -447.9916 hartree
HOMO-LUMO gap   9.14 eV

Geometry as ORCA input:
```
! RIJCOSX wB97M-V def2-TZVPD def2/J DEFGRID3
* xyz 0 1
C -0.50 0.17 1.09
C -0.47 -0.48 -0.31
H 1.34 -1.47 -1.66
H 0.40 -0.68 -2.66
H 1.46 1.99 -0.39
H -2.06 -0.58 2.09
N 1.16 -0.58 -1.94
N 0.61 0.16 -0.91
N 1.22 1.09 -0.09
N 0.48 1.00 1.12
O -1.31 0.25 2.07
O -1.14 -1.39 -0.74
*
```

2.
Entry from OMol25: an isolated molecule of C2H4N4O2 at a distorted geometry (ωB97M-V/def2-TZVPD).

Summary:
ΔE to the lowest compared entry with this formula, charge and spin   67.95 kJ/mol
SMILES   Nn1nc(O)[nH]c1=O
Highest occupied orbital energy   -8.772 eV
Maximum force   3.77 eV/A
Energy   -448.0765 hartree
HOMO-LUMO gap   9.33 eV

Geometry as ORCA input:
```
! RIJCOSX wB97M-V def2-TZVPD def2/J DEFGRID3
* xyz 0 1
C -0.53 1.00 -0.67
C -0.31 -0.92 0.52
H 2.13 -1.68 0.82
H 2.17 -0.22 1.95
H -0.54 2.56 -1.62
H -2.24 -0.29 -0.38
N 2.14 -0.57 0.87
N 0.85 -0.15 0.39
N 0.70 0.96 -0.40
N -1.22 -0.16 -0.20
O -1.15 1.82 -1.57
O -0.57 -1.99 1.01
*
```

3.
Entry from OMol25: an isolated molecule of C2H4N4O2 at a distorted geometry (ωB97M-V/def2-TZVPD).

Summary:
ΔE to the lowest compared entry with this formula, charge and spin   521.51 kJ/mol
SMILES   Nc1n[nH]/c(=N/O)o1
Highest occupied orbital energy   -9.063 eV
Maximum force   8.44 eV/A
Energy   -447.9038 hartree
HOMO-LUMO gap   9.28 eV

Geometry as ORCA input:
```
! RIJCOSX wB97M-V def2-TZVPD def2/J DEFGRID3
* xyz 0 1
C -0.24 -0.73 0.78
C 0.86 0.60 -0.65
H -1.10 -2.51 1.44
H -2.01 -1.08 0.45
H 2.10 1.03 1.01
H -1.03 1.18 -1.97
N -1.27 -1.33 1.20
N 0.87 -0.59 1.30
N 1.82 0.05 0.30
N 0.79 1.48 -1.48
O -0.33 2.04 -1.90
O -0.47 -0.12 -0.50
*
```

4.
Entry from OMol25: a structure of composition C2H4N4O7 at a distorted geometry (ωB97M-V/def2-TZVPD).

Summary:
ΔE to the lowest compared entry with this formula, charge and spin   86.95 kJ/mol
Highest occupied orbital energy   -8.583 eV
Maximum force   3.04 eV/A
Energy   -823.9581 hartree
HOMO-LUMO gap   7.95 eV

Geometry as ORCA input:
```
! RIJCOSX wB97M-V def2-TZVPD def2/J DEFGRID3
* xyz 0 1
C -0.08 0.17 -0.57
C -0.39 -0.93 0.17
N 1.13 0.75 -0.54
N -3.04 1.44 1.24
N -4.60 0.21 -0.66
N -1.66 -1.51 0.13
O -2.09 1.67 0.55
O -4.08 0.85 0.89
O -5.30 -0.69 -0.46
O -4.25 0.87 -1.55
O -2.52 -1.01 -0.59
O -1.85 -2.48 0.85
O 0.48 -1.53 1.03
H -0.83 0.57 -1.23
H 1.78 0.42 0.15
H 1.24 1.67 -0.92
H -0.02 -2.27 1.44
*
```

5.
Entry from OMol25: a structure of composition C2H4N4OS at a distorted geometry (ωB97M-V/def2-TZVPD).

Summary:
ΔE to the lowest compared entry with this formula, charge and spin   481.25 kJ/mol
Highest occupied orbital energy   -8.451 eV
Maximum force   6.36 eV/A
Energy   -770.8548 hartree
HOMO-LUMO gap   8.32 eV

Geometry as ORCA input:
```
! RIJCOSX wB97M-V def2-TZVPD def2/J DEFGRID3
* xyz 0 1
C 1.16 0.71 1.03
C -0.41 -0.03 -0.55
H 0.22 -2.23 1.63
H 1.77 0.51 2.03
H -0.47 1.66 -2.32
H -2.11 -0.91 -0.48
N 0.00 -0.13 0.74
N 1.54 1.21 -0.17
N 0.72 0.62 -1.07
N -1.45 -0.58 -1.23
O 0.72 1.14 -2.27
S -0.96 -1.25 1.66
*
```

6.
Entry from OMol25: an isolated molecule of C2H4N4OS at a distorted geometry (ωB97M-V/def2-TZVPD).

Summary:
ΔE to the lowest compared entry with this formula, charge and spin   278.99 kJ/mol
SMILES   [H]/N=c1\nc(N)on1S
Highest occupied orbital energy   -9.374 eV
Maximum force   7.01 eV/A
Energy   -770.9318 hartree
HOMO-LUMO gap   9.56 eV

Geometry as ORCA input:
```
! RIJCOSX wB97M-V def2-TZVPD def2/J DEFGRID3
* xyz 0 1
C -0.06 -1.51 0.40
C 0.80 0.46 0.62
H 0.32 -3.64 0.50
H -0.83 -3.15 -0.61
H 2.58 0.95 0.84
H -1.64 2.51 -0.91
N -0.41 -2.84 0.55
N 0.85 -0.82 1.20
N 1.69 1.38 0.48
N -0.54 0.65 0.11
O -0.96 -0.74 -0.30
S -0.52 1.69 -1.24
*
```

7.
Entry from OMol25: an isolated molecule of C2H4N4OS at a distorted geometry (ωB97M-V/def2-TZVPD).

Summary:
ΔE to the lowest compared entry with this formula, charge and spin   9.59 kJ/mol
SMILES   Oc1n/c(=N/S)[nH][nH]1
Highest occupied orbital energy   -8.060 eV
Maximum force   1.86 eV/A
Energy   -771.0344 hartree
HOMO-LUMO gap   8.60 eV

Geometry as ORCA input:
```
! RIJCOSX wB97M-V def2-TZVPD def2/J DEFGRID3
* xyz 0 1
C 0.24 -0.36 -0.02
C -1.87 -0.12 0.03
H 3.59 -0.76 0.36
H -3.36 -1.22 -0.08
H -1.86 1.83 -0.51
H 0.50 1.57 0.61
N 1.38 -0.92 0.02
N -0.98 -1.05 -0.01
N -1.41 1.17 0.12
N -0.01 1.05 -0.10
O -3.18 -0.31 -0.01
S 2.71 0.14 -0.04
*
```

8.
Entry from OMol25: a cluster of 2 separate species, C2H4N4OS in total at a distorted geometry (ωB97M-V/def2-TZVPD).

Summary:
ΔE to the lowest compared entry with this formula, charge and spin   367.72 kJ/mol
SMILES   [H]/N=C1/SN1O.N#CN
Highest occupied orbital energy   -9.009 eV
Maximum force   5.05 eV/A
Energy   -770.8980 hartree
HOMO-LUMO gap   9.08 eV

Geometry as ORCA input:
```
! RIJCOSX wB97M-V def2-TZVPD def2/J DEFGRID3
* xyz 0 1
C -2.54 -0.13 -0.12
C 2.89 0.06 0.08
N -2.05 -1.15 -0.23
N 4.04 -0.18 0.46
N 1.47 -0.15 0.19
N -3.20 0.98 -0.01
O 0.95 -1.13 -0.66
S 2.04 1.40 -0.59
H 4.18 -1.01 0.89
H -4.18 0.95 -0.43
H -3.55 1.19 0.94
H -0.05 -0.84 -0.53
*
```